Record 1
Computed, not measured: NO3Rb5 as an isolated structure at a distorted geometry, with ωB97M-V/def2-TZVPD.

Geometry as ORCA input:
```
! wB97M-V def2-TZVPD RIJCOSX def2/J DEFGRID3
* xyz 4 1
Rb -26.8973 13.8436 -3.2795
Rb -22.3155 13.8460 -0.5027
Rb -29.8440 12.6874 -0.7334
Rb -27.2743 14.3791 3.2146
Rb -26.2462 10.4340 3.6795
N -26.1977 12.4475 0.2128
O -26.9347 12.2732 -0.7678
O -26.6438 12.2911 1.4041
O -24.9782 12.7215 0.1166
*
```

The value obtained for the energy above the lowest of the compared OMol25 structures with the same formula, charge and spin is 150.2 kJ/mol. As for the frontier orbital gap: 10.42 eV.



Record 2
Computed, not measured: the molecule O2 at a distorted geometry, with ωB97M-V/def2-TZVPD.

Geometry as ORCA input:
```
! wB97M-V def2-TZVPD RIJCOSX def2/J DEFGRID3
* xyz 0 1
O 0.0000 0.0000 0.7983
O 0.0000 0.0000 -0.7983
*
```

The value obtained for the energy above the lowest of the compared OMol25 structures with the same formula, charge and spin is 300.0 kJ/mol. As for the frontier orbital gap: 7.59 eV.



Record 3
Computed, not measured: O2 as an isolated structure at a distorted geometry, with ωB97M-V/def2-TZVPD.

Geometry as ORCA input:
```
! wB97M-V def2-TZVPD RIJCOSX def2/J DEFGRID3
* xyz 0 1
O 0.3416 -0.2390 0.7404
O -0.3416 0.2390 -0.7404
*
```

The value obtained for the energy above the lowest of the compared OMol25 structures with the same formula, charge and spin is 401.2 kJ/mol. As for the frontier orbital gap: 7.50 eV.



What did the first record say?
Computed, not measured: NO3Rb5 as an isolated structure at a distorted geometry, with ωB97M-V/def2-TZVPD.

Geometry as ORCA input:
```
! wB97M-V def2-TZVPD RIJCOSX def2/J DEFGRID3
* xyz 4 1
Rb -26.8973 13.8436 -3.2795
Rb -22.3155 13.8460 -0.5027
Rb -29.8440 12.6874 -0.7334
Rb -27.2743 14.3791 3.2146
Rb -26.2462 10.4340 3.6795
N -26.1977 12.4475 0.2128
O -26.9347 12.2732 -0.7678
O -26.6438 12.2911 1.4041
O -24.9782 12.7215 0.1166
*
```

The value obtained for the energy above the lowest of the compared OMol25 structures with the same formula, charge and spin is 150.2 kJ/mol. As for the frontier orbital gap: 10.42 eV.